# C28H66AsF6NO16P2S4

A structure of composition C28H66AsF6NO16P2S4 (ωB97M-V with the def2-TZVPD basis set, the Open Molecules 2025 dataset).

Kohn-Sham gap (eV): 9.63
Electronic energy (a.u.): -7475.7436
ΔE to the lowest compared entry with this formula, charge and spin (eV): 0.000
E_HOMO (eV): -10.22
E_LUMO (eV): -0.6

```
! wB97M-V def2-TZVPD RIJCOSX def2/J DEFGRID3
* xyz 0 1
N -4.068 0.524 0.766
H -4.261 -0.011 1.621
H -4.139 1.479 1.130
H -4.879 0.484 0.142
H -3.235 0.217 0.250
As -0.053 -0.352 0.822
F 1.506 -0.176 1.598
F -0.428 -1.898 1.545
F -1.657 -0.381 0.002
F 0.265 1.249 0.198
F 0.661 -1.104 -0.550
F -0.945 0.359 2.161
C -1.474 5.699 0.287
C -0.614 4.526 0.846
C 0.801 5.113 0.896
S 0.646 6.875 1.275
O 1.382 7.675 0.333
O 0.896 7.087 2.677
C -1.088 7.017 0.966
H -2.528 5.426 0.242
H -1.206 5.912 -0.755
H -0.642 3.782 0.051
H -1.102 4.134 1.735
H 1.137 5.214 -0.138
H 1.526 4.624 1.537
H -1.524 7.957 0.643
H -1.357 7.007 2.033
C -0.547 0.934 5.558
C -0.936 -0.537 5.819
C -2.135 -0.917 4.939
S -3.159 0.554 4.904
O -3.978 0.504 6.096
O -3.790 0.711 3.594
C -1.751 1.664 4.969
H 0.306 0.979 4.878
H -0.168 1.343 6.493
H -1.316 -0.472 6.846
H -0.192 -1.325 5.887
H -2.766 -1.709 5.338
H -1.832 -1.152 3.916
H -2.053 2.602 5.430
H -1.600 1.807 3.898
C -1.928 -4.413 0.301
C -1.716 -3.839 -1.108
C -2.912 -3.056 -1.621
S -4.324 -3.263 -0.443
O -5.227 -4.330 -0.798
O -4.883 -1.958 -0.168
C -3.179 -3.718 0.853
H -1.066 -4.264 0.949
H -2.047 -5.498 0.259
H -1.296 -4.522 -1.844
H -0.910 -3.112 -0.954
H -3.156 -3.238 -2.668
H -2.781 -1.971 -1.612
H -3.527 -4.211 1.762
H -2.885 -2.749 1.275
C 4.794 -0.080 -2.990
C 3.284 0.119 -3.374
C 2.764 1.303 -2.568
S 4.153 2.390 -2.108
O 3.903 3.045 -0.851
O 4.641 3.073 -3.308
C 5.214 0.935 -1.898
H 5.452 0.109 -3.839
H 4.938 -1.129 -2.744
H 2.719 -0.771 -3.109
H 3.104 0.371 -4.416
H 2.366 1.112 -1.567
H 1.969 1.867 -3.058
H 4.899 0.518 -0.937
H 6.266 1.191 -1.816
C 3.274 -8.330 3.188
C 3.613 -6.914 2.692
O 3.090 -5.973 3.629
P 2.919 -4.427 3.312
O 4.197 -3.675 3.291
O 2.025 -4.395 1.986
C 2.407 -3.481 0.929
C 3.501 -4.057 0.059
O 1.849 -3.937 4.403
C 1.420 -2.544 4.413
C 2.294 -1.848 5.424
H 2.237 -8.240 3.505
H 3.255 -8.956 2.297
H 4.026 -8.628 3.909
H 4.662 -6.653 2.532
H 3.165 -6.794 1.698
H 1.466 -3.445 0.374
H 2.608 -2.444 1.200
H 3.819 -3.338 -0.694
H 4.324 -4.322 0.725
H 3.116 -4.933 -0.465
H 1.587 -2.139 3.413
H 0.355 -2.621 4.613
H 2.229 -2.392 6.373
H 3.357 -1.913 5.196
H 2.085 -0.797 5.637
C -4.222 1.266 -7.063
C -3.518 2.549 -6.680
O -2.782 2.437 -5.471
P -1.172 2.211 -5.569
O -0.714 1.849 -6.908
O -0.440 3.484 -4.934
C 0.782 3.983 -5.467
C 1.486 4.808 -4.429
O -0.912 1.116 -4.426
C -1.174 1.377 -3.056
C -2.646 1.066 -2.733
H -4.829 0.847 -6.255
H -4.902 1.506 -7.880
H -3.483 0.497 -7.292
H -2.887 2.800 -7.537
H -4.255 3.353 -6.618
H 1.507 3.197 -5.701
H 0.594 4.585 -6.356
H 1.475 5.858 -4.720
H 0.984 4.612 -3.478
H 2.524 4.502 -4.302
H -0.530 0.768 -2.428
H -1.020 2.420 -2.776
H -3.357 1.799 -3.109
H -2.813 0.106 -3.232
H -2.909 0.869 -1.701
*
```

---

# C28H66BN6O14Pb

A structure of composition C28H66BN6O14Pb (ωB97M-V with the def2-TZVPD basis set, the Open Molecules 2025 dataset).

Kohn-Sham gap (eV): 0.62
Electronic energy (a.u.): -2705.4740
E_HOMO (eV): -9.49
E_LUMO (eV): -8.9

```
! wB97M-V def2-TZVPD RIJCOSX def2/J DEFGRID3
* xyz 1 1
Pb -21.104 27.481 -4.755
O -14.575 22.609 5.818
C -15.494 22.416 5.019
O -15.423 22.474 3.704
B -16.799 22.434 3.166
O -17.745 22.295 4.299
C -16.992 22.385 5.394
O -17.415 22.638 6.516
O -17.005 21.404 2.133
C -17.743 21.813 1.249
O -18.293 21.226 0.292
C -17.617 23.301 1.260
O -17.127 23.652 2.418
O -18.170 24.055 0.424
C -25.064 25.940 -0.355
C -25.695 26.260 -1.752
C -25.976 27.763 -1.971
O -24.835 28.635 -1.845
C -25.204 30.002 -1.661
N -24.803 25.806 -2.848
H -24.040 26.283 -0.213
H -24.930 24.877 -0.150
H -25.721 26.231 0.465
H -26.668 25.780 -1.855
H -26.731 28.104 -1.263
H -26.422 27.776 -2.966
H -24.505 30.761 -2.011
H -25.450 30.012 -0.599
H -26.142 30.320 -2.115
H -24.531 24.841 -2.731
H -25.318 25.621 -3.697
C -25.663 17.201 -3.005
C -24.316 17.541 -2.257
C -23.558 16.179 -1.992
O -22.300 16.220 -1.267
C -21.611 15.016 -1.115
N -23.498 18.405 -3.103
H -26.164 16.478 -2.362
H -25.449 16.633 -3.911
H -26.305 18.077 -3.096
H -24.597 17.975 -1.297
H -23.393 15.784 -2.995
H -24.160 15.426 -1.483
H -21.912 14.380 -0.283
H -20.555 15.130 -0.871
H -21.757 14.355 -1.969
H -22.578 18.240 -2.721
H -23.414 17.981 -4.016
C -18.865 33.998 -4.850
C -19.068 32.550 -4.312
C -18.976 32.460 -2.751
O -19.125 31.070 -2.313
C -19.048 30.998 -0.848
N -20.389 32.107 -4.719
H -19.601 34.780 -4.667
H -18.545 34.028 -5.891
H -18.036 34.387 -4.258
H -18.263 31.961 -4.751
H -19.536 33.127 -2.095
H -17.993 32.697 -2.345
H -17.999 30.770 -0.660
H -19.593 30.154 -0.425
H -19.146 31.998 -0.425
H -20.456 32.069 -5.727
H -21.081 32.766 -4.391
C -24.198 18.476 5.798
C -23.793 16.973 5.596
C -24.844 16.094 4.987
O -24.337 14.746 4.736
C -25.345 13.764 4.665
N -22.491 16.919 4.856
H -23.394 18.862 6.424
H -25.208 18.613 6.185
H -24.049 18.988 4.847
H -23.597 16.510 6.563
H -25.225 16.534 4.066
H -25.700 16.041 5.660
H -25.232 13.169 3.758
H -26.376 14.099 4.776
H -25.319 13.162 5.573
H -22.545 16.256 4.095
H -22.123 17.711 4.348
C -11.792 23.734 13.176
C -12.913 22.764 13.494
C -12.770 21.239 13.326
O -13.927 20.466 13.777
C -15.141 20.411 13.020
N -13.346 23.059 14.867
H -12.184 24.732 13.373
H -11.539 23.841 12.121
H -10.916 23.522 13.789
H -13.763 23.094 12.896
H -11.986 20.823 13.959
H -12.496 20.965 12.307
H -15.598 21.395 12.911
H -15.865 19.653 13.317
H -14.856 20.330 11.971
H -12.485 23.004 15.393
H -13.951 22.283 15.093
C -16.830 22.592 -7.829
C -17.328 23.795 -6.953
C -16.729 25.191 -7.440
O -16.947 26.104 -6.418
C -15.800 26.124 -5.548
N -18.781 23.846 -6.714
H -15.765 22.376 -7.919
H -17.262 22.868 -8.792
H -17.333 21.684 -7.498
H -16.996 23.522 -5.952
H -17.347 25.366 -8.320
H -15.720 25.101 -7.843
H -14.836 26.326 -6.015
H -15.705 25.143 -5.084
H -15.888 26.888 -4.775
H -19.187 24.020 -7.622
H -19.214 23.021 -6.324
*
```

---

# C28H66Cl2F3N2O15P2S

A cluster of 8 separate species, C28H66Cl2F3N2O15P2S in total (ωB97M-V with the def2-TZVPD basis set, the Open Molecules 2025 dataset).

Kohn-Sham gap (eV): 6.23
Electronic energy (a.u.): -4644.6286
E_HOMO (eV): -10.53
E_LUMO (eV): -4.3

```
! wB97M-V def2-TZVPD RIJCOSX def2/J DEFGRID3
* xyz 1 1
C 8.251 -2.332 -0.305
C 6.642 -2.653 -0.356
O 6.258 -3.945 -0.171
O 5.562 -1.693 -0.632
C 5.786 -0.393 0.021
C 4.323 0.391 0.216
C 3.880 0.145 1.808
C 2.306 0.319 2.112
C 1.430 -1.087 2.348
P 1.744 -1.448 4.218
N 3.540 -1.634 4.499
O 0.919 -2.947 4.718
C -0.127 -0.454 2.445
C -1.121 -1.741 2.198
N -1.037 -2.003 0.700
Cl -1.643 -3.626 0.362
C -2.062 -1.102 0.048
C -3.622 -1.693 0.219
O -4.431 -1.392 1.235
C 0.352 -1.973 0.123
Cl 0.752 -0.386 -0.839
P 0.283 -3.218 -1.331
O -0.714 -2.685 -2.643
O 1.929 -3.188 -2.000
C 1.578 -2.226 1.239
S 1.878 -3.997 1.703
O 0.655 -4.743 2.365
O 2.164 -4.949 0.464
C 3.510 -4.337 2.644
F 3.300 -4.570 4.105
F 4.118 -5.665 2.222
F 4.584 -3.374 2.314
H 8.465 -1.202 -0.581
H 8.653 -2.628 0.771
H 8.797 -3.036 -1.083
H 6.522 0.284 -0.622
H 6.317 -0.561 1.075
H 3.553 -0.043 -0.550
H 4.525 1.540 0.124
H 4.453 1.010 2.400
H 4.390 -0.850 2.132
H 1.822 1.040 1.328
H 2.218 0.909 3.148
H 3.851 -0.627 4.609
H 3.627 -2.102 5.440
H 0.947 -2.861 5.736
H -0.332 0.031 3.511
H -0.295 0.419 1.670
H -2.190 -1.388 2.566
H -0.864 -2.689 2.835
H -2.074 0.005 0.481
H -1.960 -0.988 -1.119
H -4.047 -2.369 -0.639
H -0.471 -1.778 -2.990
H 1.836 -2.634 -2.853
H 2.544 -1.942 0.584
C 7.250 2.061 5.893
C 6.191 1.993 4.813
O 5.069 1.258 5.280
H 7.568 1.055 6.185
H 8.124 2.620 5.547
H 6.856 2.545 6.792
H 6.582 1.489 3.924
H 5.859 2.995 4.524
H 4.724 1.718 6.065
C 2.262 -0.734 9.593
C 3.116 -1.022 8.376
O 2.298 -1.110 7.219
H 1.513 -1.521 9.733
H 2.877 -0.668 10.495
H 1.715 0.206 9.470
H 3.643 -1.973 8.495
H 3.858 -0.233 8.222
H 1.840 -0.258 7.118
C -4.270 1.394 -3.921
C -2.765 1.231 -3.965
O -2.376 0.109 -3.187
H -4.612 1.527 -2.890
H -4.586 2.257 -4.513
H -4.768 0.499 -4.309
H -2.271 2.117 -3.557
H -2.416 1.084 -4.992
H -2.812 -0.675 -3.563
C -2.100 -1.885 -7.274
C -3.212 -1.171 -8.014
O -2.692 -0.039 -8.696
H -1.623 -1.212 -6.555
H -2.485 -2.758 -6.739
H -1.320 -2.213 -7.969
H -3.978 -0.826 -7.314
H -3.686 -1.834 -8.745
H -2.019 -0.358 -9.322
C -7.637 -0.106 -0.281
C -6.475 0.860 -0.379
O -6.354 1.340 -1.710
H -7.493 -0.951 -0.963
H -7.741 -0.489 0.739
H -8.573 0.382 -0.571
H -5.539 0.362 -0.109
H -6.617 1.714 0.291
H -7.187 1.788 -1.937
C -2.412 4.283 -6.753
C -0.907 4.119 -6.797
O -0.517 2.997 -6.019
H -2.754 4.416 -5.721
H -2.728 5.146 -7.344
H -2.910 3.388 -7.141
H -0.413 5.006 -6.389
H -0.558 3.973 -7.824
H -0.954 2.214 -6.395
C -7.764 6.332 -2.406
C -7.526 4.839 -2.327
O -8.615 4.208 -1.670
H -7.881 6.756 -1.403
H -6.931 6.834 -2.906
H -8.686 6.549 -2.954
H -6.615 4.625 -1.760
H -7.420 4.405 -3.326
H -9.417 4.396 -2.186
*
```

---

Question: What is the E_LUMO in the third record?
Answer: -4.3 eV

---

Question: Which formula does entry 1 have?
Answer: C28H66AsF6NO16P2S4